1.
The following is a quantum chemistry calculation of a cluster of 14 separate species, C43H84O29S4 in total, from the OMol25 dataset.

XYZ file:
```
160
Properties=species:S:1:pos:R:3:forces:R:3
C 11.186992 16.618355 18.998160 -0.31 0.66 -0.01
S 11.569406 15.251293 17.916974 0.13 -0.34 -0.12
O 13.085733 15.121937 17.863654 -1.25 0.08 0.19
C 10.996692 13.933549 19.015015 0.60 1.48 1.65
H 11.530080 17.450440 18.411470 0.71 0.64 0.04
H 11.752469 16.483516 19.908815 0.21 0.25 0.26
H 10.137197 16.921034 19.201883 0.36 -1.08 -0.23
H 11.013822 13.072101 18.413918 -0.66 -1.30 -0.62
H 10.027485 14.229719 19.523989 1.10 -0.69 -0.86
H 11.824775 13.801837 19.762078 -0.81 0.31 -0.41
C 16.812165 9.287449 9.037721 0.35 0.92 0.12
S 18.511636 9.838174 8.693904 1.04 0.05 0.61
O 18.911890 10.832121 9.769932 -0.59 -0.99 -0.61
C 19.418873 8.238255 9.053407 -0.45 0.64 -0.22
H 16.755458 8.731375 9.938400 0.12 -1.12 0.66
H 16.261642 8.882919 8.200146 0.33 -0.41 -0.25
H 16.300096 10.189138 9.318613 -0.21 0.82 -0.14
H 19.096620 7.586001 8.228700 0.30 -0.04 0.32
H 19.068138 7.857973 10.014613 0.03 0.00 -0.08
H 20.526366 8.369859 9.081291 -1.01 0.20 -0.25
C 15.771534 12.371483 19.779752 0.14 -0.85 0.32
S 16.981823 11.666339 18.697496 0.63 0.70 -0.14
O 18.228389 11.515202 19.559086 -1.00 -0.59 -0.55
C 16.063884 10.146207 18.429410 1.20 -1.27 -0.60
H 16.314588 13.111489 20.338850 -0.10 0.53 0.30
H 15.455038 11.530788 20.416089 -0.18 0.60 0.08
H 14.978062 12.768917 19.166163 -0.39 0.25 0.03
H 15.044470 10.345165 18.075023 0.44 0.31 0.00
H 16.021452 9.561326 19.369405 0.19 0.19 -0.50
H 16.639242 9.620728 17.602311 -0.92 0.22 1.07
C 17.421077 9.088595 12.978769 0.00 -1.24 -1.23
S 17.888039 9.098364 14.724687 -0.43 0.01 -0.39
O 16.942595 8.132455 15.369626 0.15 0.03 -0.02
C 19.482107 8.265365 14.554192 -1.56 -0.27 -0.20
H 16.412339 9.509753 12.929318 0.37 -0.09 0.03
H 17.371840 7.991698 12.677287 -0.02 1.18 0.39
H 18.080476 9.604834 12.237073 -0.23 -0.12 0.96
H 19.863470 8.441078 15.517907 1.19 0.10 1.05
H 19.988634 8.788888 13.777233 0.75 0.20 -0.38
H 19.350068 7.194826 14.394635 -0.14 0.12 -0.22
C 13.593119 9.478045 13.153600 -0.35 -1.76 -0.50
O 14.642083 10.191311 13.848156 -0.24 -0.78 -1.92
C 14.303672 10.951607 14.840590 1.29 0.12 1.24
O 15.105185 11.368797 15.634150 0.70 0.47 0.34
O 13.033078 11.127577 14.916828 -2.63 0.89 0.36
C 12.540633 11.753698 16.142236 0.16 -0.71 -1.35
H 14.133187 8.812482 12.437239 -0.36 0.95 0.23
H 12.781602 10.068451 12.632433 1.37 -0.35 0.79
H 13.140716 8.726091 13.848987 0.12 0.92 -0.28
H 11.547550 12.070071 15.875553 -0.56 -0.16 0.21
H 13.102483 12.640151 16.358046 0.55 0.20 0.47
H 12.595016 10.948748 16.869068 -0.18 0.46 0.54
C 15.737612 16.715885 18.833078 0.16 -1.68 0.75
O 15.691333 18.106151 18.781680 -0.06 1.00 0.41
C 14.784168 18.621424 19.610899 2.21 3.03 -2.17
O 14.019123 18.033478 20.262577 -2.22 -1.48 1.96
O 14.929676 19.974514 19.512071 -1.07 -1.03 0.11
C 13.911898 20.766008 20.187137 1.93 0.60 0.09
H 16.540280 16.451658 18.177093 0.41 -0.43 -0.22
H 14.808623 16.278784 18.509142 -0.36 -0.14 -0.30
H 15.913496 16.306483 19.855403 0.17 0.54 -0.60
H 12.882913 20.517662 19.955666 0.08 -0.15 -0.33
H 14.240445 21.762078 19.841064 -0.89 -0.27 0.30
H 14.117391 20.691079 21.258439 -0.36 0.00 -0.04
C 21.111396 11.977698 12.355211 1.10 -0.04 0.03
O 20.913936 12.901550 13.432846 -0.26 0.14 0.43
C 20.345734 12.298095 14.493121 -0.97 0.85 -0.83
O 20.105245 11.140102 14.593838 0.42 -2.00 0.03
O 19.913304 13.196127 15.323500 0.56 1.91 1.42
C 19.306780 12.834932 16.580885 -0.63 -1.68 -0.17
H 21.709811 11.168032 12.817740 -0.19 0.13 -0.95
H 21.669985 12.531443 11.552585 -0.66 -0.65 0.85
H 20.149403 11.591511 12.014626 0.18 0.05 -0.21
H 19.813121 12.019067 17.141633 0.07 0.37 -0.78
H 18.282942 12.462728 16.365028 0.57 0.46 0.21
H 19.310915 13.688734 17.239158 -0.11 0.47 -0.22
C 7.243145 14.882111 15.018898 1.62 1.38 0.75
O 8.424520 15.413789 14.336746 -2.18 -0.06 -0.03
C 9.568458 14.822937 14.578011 0.43 0.83 -0.61
O 9.845377 14.060048 15.455125 -0.17 -1.07 0.78
O 10.404443 15.294088 13.673332 0.11 -0.05 -0.86
C 11.753606 14.846517 13.800517 -0.09 1.22 -1.03
H 7.370001 13.833568 15.117805 -0.23 -0.96 0.07
H 6.372822 15.189855 14.479170 -0.26 0.02 -0.56
H 7.222571 15.355354 16.007448 -0.13 -0.28 -0.08
H 12.322205 15.492742 13.095577 -0.27 -0.66 0.60
H 11.841676 13.803230 13.559712 0.17 -0.50 -0.11
H 11.975644 15.041172 14.815055 1.08 -0.08 1.06
C 15.228219 14.672863 15.637629 0.35 1.03 -0.97
O 16.388300 14.592963 14.753949 0.13 -1.11 -0.50
C 16.105327 13.895125 13.651910 -2.55 -0.13 1.06
O 14.958483 13.648728 13.296048 -0.08 0.54 0.27
O 17.111562 13.434828 12.996620 1.22 -0.27 -0.56
C 16.611528 12.784369 11.780638 2.49 -1.23 1.44
H 14.456205 13.990762 15.296048 0.09 0.22 0.17
H 14.934683 15.720626 15.560142 -0.36 -0.26 0.35
H 15.582426 14.428563 16.606386 0.23 -0.14 0.93
H 17.525514 12.587864 11.248100 0.00 0.09 -0.75
H 15.902631 13.427033 11.419956 -1.39 1.41 -1.82
H 16.118920 11.858555 12.018115 -0.14 -0.41 0.30
O 13.720534 11.115292 10.117378 0.23 -0.78 -0.02
C 12.686426 11.690752 10.296561 0.86 1.85 -0.18
O 11.657084 11.197951 10.947748 -1.02 -1.23 0.99
C 10.527428 12.086374 11.014452 -0.27 -0.01 -1.31
C 11.009979 13.419200 10.437437 0.28 -0.65 -0.37
C 12.398778 13.118926 9.887709 0.04 0.05 -0.41
H 10.176910 12.200122 12.022443 0.07 -0.29 0.61
H 9.725064 11.625947 10.404302 0.38 0.22 0.38
H 10.965629 14.193265 11.157882 0.36 0.74 0.85
H 10.390186 13.759765 9.651077 -0.86 0.20 -0.82
H 13.161551 13.801978 10.283848 -0.12 -0.36 -0.33
H 12.422169 13.110733 8.777769 0.11 0.32 0.62
O 18.812646 14.915384 19.264964 -1.16 0.37 0.20
C 19.164433 14.320427 20.241126 0.69 -0.33 0.53
O 18.567694 14.332607 21.479788 -0.42 0.33 -1.83
C 19.376525 13.663369 22.450997 0.88 0.65 -1.14
C 20.415299 12.843352 21.669243 -0.84 1.69 -0.25
C 20.455136 13.570782 20.300718 0.00 -1.63 1.48
H 18.712692 13.146660 23.087145 -0.56 -0.86 0.68
H 19.849972 14.456718 22.987827 0.42 0.45 0.72
H 20.062672 11.874350 21.584551 -0.74 -1.99 -0.54
H 21.337885 12.787542 22.186369 1.02 0.21 0.42
H 20.596710 12.852765 19.488424 -0.15 0.50 -0.03
H 21.223105 14.310997 20.339385 0.73 0.55 -0.36
O 17.695055 17.653368 13.213308 -1.34 0.61 -1.45
C 18.092182 16.990904 14.108052 1.92 -0.79 0.69
O 17.575561 17.105861 15.353897 -0.12 -0.26 0.66
C 18.485774 16.580496 16.353114 -0.33 -2.14 0.39
C 19.779042 16.448396 15.596808 1.19 -0.11 -0.70
C 19.401447 16.172051 14.110171 -1.08 -1.22 1.97
H 18.204429 15.578696 16.814593 -0.38 0.96 -1.15
H 18.489735 17.211089 17.233388 0.16 0.67 -0.24
H 20.514066 15.718469 15.918015 -0.32 -0.31 0.51
H 20.284314 17.390139 15.675555 0.40 0.76 -0.21
H 19.293193 15.026328 14.006885 -0.20 1.98 -0.18
H 20.132765 16.570280 13.424070 -0.08 0.03 -0.32
O 12.031599 17.057063 11.037561 0.47 -0.45 0.08
C 13.221779 17.046697 10.820617 -1.33 1.06 0.10
O 13.844700 16.058066 10.211956 1.47 -0.64 -0.28
C 15.320157 16.368272 10.256470 -1.74 -0.47 -0.42
C 15.344317 17.872018 10.188556 0.83 0.26 0.26
C 14.151869 18.215534 11.054706 -0.96 0.29 -0.29
H 15.762743 15.817023 9.440397 0.16 0.02 -0.18
H 15.613120 15.961661 11.199087 0.67 -0.12 0.67
H 15.235869 18.188219 9.166988 -0.27 0.18 -0.51
H 16.298831 18.275141 10.539275 -0.18 -0.07 0.15
H 13.498684 19.084065 10.812835 1.00 -0.24 0.17
H 14.429801 18.232653 12.099127 0.05 0.15 0.31
O 12.920004 21.136694 16.885147 1.10 -0.69 -0.23
C 13.464566 20.145352 16.455882 -1.31 0.41 0.17
O 12.832867 18.947956 16.540502 -1.06 0.12 1.15
C 13.569831 17.941548 15.894604 1.18 -1.00 1.28
C 14.341956 18.665412 14.885883 1.19 -0.03 -3.10
C 14.694589 19.907160 15.621928 -0.12 1.95 0.14
H 12.930782 17.127120 15.641054 -0.65 -0.33 -0.61
H 14.332121 17.508741 16.567760 -0.48 0.11 0.31
H 13.754474 18.942166 13.971007 0.30 -0.39 0.76
H 15.289014 18.173920 14.572405 -0.78 -0.06 0.02
H 14.790405 20.793476 14.985496 0.45 -0.22 0.16
H 15.565504 19.767727 16.253476 0.18 0.13 0.18
```
Positions in Å, forces in eV/Å.

The total charge is 0. Its maximum force is 0.084 hartree/bohr. The highest occupied orbital energy comes out at -8.30 eV. Its LUMO energy is 0.015 Ha.

These are the Löwdin partial charges, in e, on atoms 1 to 2:
1 C -0.255
2 S 0.834

2.
The following is a quantum chemistry calculation of a structure of composition C10H10BrLuNO3, from the OMol25 dataset.

XYZ file:
```
26
Properties=species:S:1:pos:R:3:forces:R:3
C 0.723772 0.964620 -1.954097 0.66 0.20 -1.63
C 1.851126 0.644358 -1.185370 1.12 -0.13 -1.41
C 1.896715 -0.765582 -1.057418 1.22 -0.37 -1.47
H 2.532928 1.338552 -0.729705 0.05 0.04 0.13
C 0.809060 -1.306133 -1.766728 0.91 -0.25 -0.72
C 0.059579 -0.244424 -2.292810 0.33 0.22 -1.47
H -0.849084 -0.337382 -2.861120 -0.10 0.04 -0.08
H 0.407858 1.954910 -2.228793 -0.06 0.09 -0.01
H 2.607340 -1.322783 -0.477091 0.03 -0.03 0.13
H 0.558608 -2.346899 -1.833370 -0.08 -0.27 0.08
Lu 0.003781 0.004004 0.002201 0.97 -1.82 2.23
Br 1.699947 0.105539 1.915279 6.35 7.14 3.43
C -1.697433 0.371729 1.510915 -1.48 0.66 0.76
C -2.263185 0.204684 0.223128 -1.30 0.61 0.56
C -1.820115 1.267330 -0.576497 -1.33 1.22 -0.06
H -2.879128 -0.618076 -0.089922 -0.15 -0.16 -0.10
C -0.966519 2.087299 0.208517 -1.34 1.01 -0.02
C -0.926029 1.547198 1.502182 -0.95 0.56 0.72
H -0.350647 1.926248 2.324138 0.09 -0.01 0.06
H -1.795611 -0.308664 2.335367 0.06 -0.11 0.12
H -2.073874 1.427571 -1.608703 0.02 0.00 -0.12
H -0.449338 2.971547 -0.119781 0.04 0.08 -0.07
O 0.112349 -2.518283 3.227998 -1.62 1.52 1.99
N 0.765810 -2.400614 2.236932 -2.47 0.13 -2.98
O 1.586066 -3.223679 1.966298 2.49 -0.43 -1.54
O 0.456024 -1.423069 1.328451 -3.44 -9.96 1.47
```
Positions in Å, forces in eV/Å.

The total charge is -1. Its maximum force is 0.207 hartree/bohr. The highest occupied orbital energy comes out at -2.72 eV. As for the energy above the lowest of the compared OMol25 structures with the same formula, charge and spin: 36.3 kcal/mol. Its LUMO energy is 0.109 Ha.

These are the Löwdin partial charges, in e, on atoms 1 to 2:
1 C -0.240
2 C -0.250